A cluster of 2 separate species, C6H7OP in total at a distorted geometry. Source: the OMol25 dataset; level of theory: ωB97M-V/def2-TZVPD.

Calculated values
Kohn-Sham gap (spin up / spin down): 6.702 / 6.660 eV
E_HOMO (spin up / spin down): -8.05 / -8.19 eV
ΔE to the lowest compared entry with this formula, charge and spin: 64.32 kcal/mol
2S+1: 1

Element x y z (Å)
C: -1.4054 -0.2443 -1.0620
C: -0.2114 -0.7003 -1.5460
C: -1.3221 0.9198 -0.2581
C: 1.0457 -0.2186 -1.2608
C: -0.0083 1.4635 -0.0068
C: 1.1648 0.9092 -0.4868
O: 1.5459 -1.4020 2.0126
P: 2.7366 1.5921 0.0675
H: -2.3614 -0.7554 -1.3614
H: -0.1750 -1.5920 -2.1979
H: -2.2238 1.2717 0.4128
H: 1.8083 -0.6575 -1.9087
H: 0.1710 2.2067 0.8672
H: 2.0312 -0.4618 1.9588
H: 1.9964 -1.9701 2.6979



A cluster of 2 separate species, HN3O3 in total at a distorted geometry. Source: the OMol25 dataset; level of theory: ωB97M-V/def2-TZVPD.

Calculated values
Kohn-Sham gap (spin up / spin down): 5.193 / 5.209 eV
E_HOMO (spin up / spin down): 2.49 / 2.47 eV
ΔE to the lowest compared entry with this formula, charge and spin: 4.46 kcal/mol
2S+1: 1
total charge: -2

Element x y z (Å)
N: -0.3659 0.6750 0.0239
N: 2.1901 -0.3677 -0.0207
N: -1.4503 -0.0054 0.0256
O: 3.3260 0.2480 -0.0297
O: -1.5873 -1.2608 0.0222
O: -2.5113 0.7003 -0.0491
H: 0.3988 0.0106 0.0278



A structure of composition C28H39ClLaN8O3S2Te at a distorted geometry. Source: the OMol25 dataset; level of theory: ωB97M-V/def2-TZVPD.

Calculated values
Kohn-Sham gap: 4.801 eV
E_HOMO: -3.11 eV
ΔE to the lowest compared entry with this formula, charge and spin: 0.00 kcal/mol
2S+1: 1
total charge: -1

Element x y z (Å)
La: 0.6975 0.4621 0.4548
C: -1.2829 5.0096 0.3665
C: -1.0899 3.5515 0.4181
N: -0.4211 2.9717 1.3422
C: 0.2951 3.6999 2.3583
C: 1.5831 2.9645 2.7578
N: 1.4032 1.5171 2.8723
C: 0.6486 1.1196 4.0664
C: -0.6450 0.4554 3.6247
N: -0.3567 -0.6712 2.7484
C: -1.4259 -1.6253 2.5414
C: -1.4027 -2.2002 1.1309
N: -1.4486 -1.0631 0.2973
C: -2.2630 -0.8481 -0.6898
C: -3.3388 -1.7631 -1.1926
C: -2.2221 0.5356 -1.1588
C: -2.5644 0.9138 -2.4606
C: -2.4250 2.2035 -2.8427
C: -1.9887 3.1182 -1.8917
C: -1.6711 2.6828 -0.6310
N: -1.7455 1.4219 -0.2990
H: -0.4725 5.5083 -0.1695
H: -1.1720 5.3951 1.3260
H: -2.2448 5.3263 -0.0728
H: -0.2908 3.7356 3.2917
H: 0.5692 4.7078 2.1243
H: 2.0135 3.3995 3.6247
H: 2.3667 3.1627 1.9733
H: 2.3235 1.0687 2.8920
H: 0.4132 2.0103 4.6135
H: 1.2096 0.3974 4.6910
H: -1.2687 1.2105 3.1673
H: -1.2479 0.1470 4.5170
H: 0.5200 -1.1379 2.9776
H: -2.3336 -1.0843 2.7002
H: -1.3680 -2.4824 3.2705
H: -2.2917 -2.8474 1.0271
H: -0.5089 -2.7842 0.8867
H: -4.3650 -1.3880 -1.0929
H: -3.2901 -2.7950 -0.7901
H: -3.1395 -2.0205 -2.3033
H: -2.8602 0.1586 -3.1290
H: -2.7248 2.5340 -3.8625
H: -1.8417 4.1766 -2.1460
C: 3.5133 -3.7597 0.1531
C: 2.1904 -3.9711 0.9421
C: 2.0609 -5.2306 1.7810
O: 1.1136 -4.0184 0.0725
C: 1.9530 -2.6871 1.7734
O: 1.9114 -2.7463 3.0217
O: 1.8095 -1.6422 1.0158
H: 3.8762 -4.7099 -0.2556
H: 4.3512 -3.4572 0.7969
H: 3.3036 -3.0943 -0.6658
H: 2.2890 -6.1427 1.2054
H: 1.0077 -5.3418 2.0951
H: 2.6388 -5.1880 2.7024
H: 1.1439 -3.2511 -0.5429
Cl: 0.9786 -0.8712 -2.0355
Te: -3.2947 -2.4764 -4.8103
C: -5.2969 -1.8746 -4.7612
C: -5.8693 -0.8946 -5.6000
C: -7.2395 -0.6960 -5.2816
C: -7.6405 -1.4597 -4.1737
S: -6.3720 -2.3802 -3.5847
H: -5.4006 -0.3556 -6.3729
H: -7.8987 -0.0210 -5.7916
H: -8.6585 -1.5022 -3.6993
S: 2.0813 4.8756 -2.3083
C: 1.6424 3.4810 -1.5642
N: 1.4196 2.5283 -0.9009
C: 6.2580 -0.5517 -1.1940
N: 5.2988 0.2883 -0.5426
C: 5.3595 1.6565 -0.5536
C: 4.2382 2.0074 0.0776
N: 3.4476 0.9559 0.4346
C: 4.1124 -0.0663 0.0104
H: 7.1401 -0.7694 -0.6070
H: 6.5737 -0.0977 -2.1039
H: 5.7209 -1.4706 -1.5020
H: 6.1396 2.1876 -1.0333
H: 3.9613 2.9856 0.3672
H: 3.8048 -1.0938 0.1059



| no. | DFT total energy (a.u.) |
| --- | --- |
| 1 | -649.29484 |
| 2 | -390.31967 |
| 3 | -3310.57390 |